Entry from the OMol25 dataset: a cluster of 10 separate species, C42H87NO9 in total at a distorted geometry (the ωB97M-V functional and the def2-TZVPD basis).

Summary:
Frontier orbital gap (spin up / spin down), eV: 1.5 / 9.0
Total charge: -1
⟨S²⟩: 0.751
LUMO (spin up / spin down), eV: 2.24 / 2.33
HOMO level (spin up / spin down), eV: 0.7 / -6.7
2S+1: 2

Each line ends with the Mulliken spin population.
Geometry (Å):
C: 1.7735 -21.1713 -13.7568  -0.161
C: 2.8340 -20.0389 -13.6054  0.201
C: 3.9970 -20.4158 -14.5076  0.098
O: 3.6579 -21.7132 -15.0327  -0.166
C: 2.2520 -21.8782 -15.0523  0.164
H: 0.7449 -20.8105 -13.7537  -0.077
H: 2.0077 -21.8495 -12.9363  0.145
H: 3.1856 -19.9196 -12.5806  -0.035
H: 2.3366 -19.0975 -13.8386  0.001
H: 4.9434 -20.5482 -13.9833  -0.056
H: 3.9770 -19.6808 -15.3123  -0.027
H: 1.9431 -22.9101 -15.2193  -0.003
H: 1.8534 -21.3010 -15.8866  -0.017
C: 4.6399 -18.1242 -7.6667  -0.029
C: 3.8216 -17.5716 -8.8158  0.090
C: 4.5288 -16.2026 -8.9946  -0.061
O: 5.1337 -16.0606 -7.7403  -0.055
C: 4.8947 -16.9776 -6.7240  0.075
H: 5.5856 -18.5202 -8.0367  0.103
H: 4.0859 -18.9201 -7.1690  -0.105
H: 2.7728 -17.6378 -8.5262  -0.015
H: 3.7567 -18.2735 -9.6472  0.030
H: 3.8294 -15.3889 -9.1866  -0.009
H: 5.2753 -16.1940 -9.7888  0.019
H: 4.1031 -16.5765 -6.0911  0.001
H: 5.8352 -16.9397 -6.1743  -0.032
C: 12.5405 -22.7121 -5.7933  0.202
C: 12.4417 -23.6552 -4.5865  -0.012
C: 11.6525 -24.7674 -5.1772  0.136
O: 10.8233 -24.1058 -6.1169  0.003
C: 11.3502 -22.9001 -6.6450  -0.586
H: 13.4413 -22.9575 -6.3559  0.026
H: 12.7914 -21.6829 -5.5365  -0.012
H: 11.8232 -23.1977 -3.8144  -0.034
H: 13.4629 -23.9570 -4.3535  -0.061
H: 10.9781 -25.3568 -4.5560  -0.017
H: 12.3043 -25.4171 -5.7612  0.065
H: 10.5855 -22.1243 -6.6813  0.117
H: 11.6016 -23.0136 -7.6995  0.180
C: 8.2882 -24.4538 -15.6358  0.079
C: 7.0952 -24.2515 -16.4817  0.068
C: 6.4357 -23.0225 -15.8314  -0.011
O: 7.6001 -22.3874 -15.1453  -0.179
C: 8.7962 -23.0512 -15.3439  0.291
H: 8.8850 -25.2196 -16.1313  -0.071
H: 7.9617 -24.9880 -14.7436  0.042
H: 6.5107 -25.1715 -16.4802  -0.107
H: 7.4384 -23.9727 -17.4780  0.009
H: 5.7173 -23.4206 -15.1147  0.049
H: 6.0502 -22.2907 -16.5412  0.017
H: 9.4285 -23.2671 -14.4827  -0.019
H: 9.4733 -22.5786 -16.0554  0.035
C: 7.6535 -22.6176 -10.7385  -0.499
C: 8.4560 -21.8003 -9.6875  -0.468
C: 7.4307 -20.6926 -9.4921  0.393
O: 6.9937 -20.3557 -10.7575  0.177
C: 6.6925 -21.6002 -11.4252  -0.876
H: 7.0804 -23.4377 -10.3060  0.219
H: 8.2656 -23.1339 -11.4780  0.291
H: 9.4741 -21.4895 -9.9218  0.101
H: 8.5144 -22.4064 -8.7834  0.071
H: 7.7750 -19.8425 -8.9033  0.058
H: 6.5786 -21.0186 -8.8956  0.054
H: 6.9413 -21.5253 -12.4837  0.075
H: 5.6469 -21.8605 -11.2602  0.327
C: 13.0282 -25.6019 -10.0500  0.119
C: 12.0137 -24.6053 -10.4598  0.499
C: 11.0742 -25.4446 -11.2942  -0.534
O: 11.4529 -26.8421 -11.1652  -0.063
C: 12.2049 -26.9431 -9.9445  0.103
H: 13.5829 -25.2784 -9.1692  -0.125
H: 13.8012 -25.6626 -10.8161  -0.016
H: 12.4280 -23.7995 -11.0657  -0.298
H: 11.5253 -24.2087 -9.5696  0.026
H: 11.1066 -25.2063 -12.3573  0.175
H: 10.0622 -25.4589 -10.8896  0.227
H: 12.9274 -27.7463 -9.7999  -0.048
H: 11.5309 -27.0870 -9.1001  0.050
C: 9.7924 -15.5304 -11.4081  -0.095
C: 9.1787 -16.9574 -11.6246  0.063
C: 7.9092 -16.8239 -10.8188  -0.005
O: 7.4699 -15.4212 -10.9431  -0.032
C: 8.5533 -14.6994 -11.4679  0.092
H: 10.5716 -15.3225 -12.1415  -0.021
H: 10.0862 -15.3742 -10.3701  0.059
H: 9.7382 -17.8079 -11.2349  0.132
H: 8.9762 -17.2782 -12.6465  -0.082
H: 8.1813 -17.0370 -9.7851  0.105
H: 7.1581 -17.5035 -11.2213  -0.069
H: 8.5465 -13.7233 -10.9829  -0.001
H: 8.3666 -14.4724 -12.5175  -0.001
C: 2.6990 -24.2265 -10.6100  0.250
C: 1.2371 -24.1911 -11.2104  0.073
C: 0.4968 -25.2734 -10.4618  -0.038
O: 1.0528 -25.3157 -9.1622  -0.153
C: 2.2689 -24.5500 -9.1301  0.201
H: 3.2063 -23.2772 -10.7820  0.025
H: 3.2938 -25.0162 -11.0690  -0.144
H: 1.3216 -24.3983 -12.2772  0.118
H: 0.8047 -23.1911 -11.1781  -0.007
H: 0.5744 -26.1901 -11.0464  -0.018
H: -0.5872 -25.1669 -10.4196  0.015
H: 3.0214 -25.2046 -8.6902  0.013
H: 2.1200 -23.6197 -8.5820  -0.080
C: 7.8190 -28.2721 -10.0548  0.057
C: 7.3771 -26.8753 -9.7420  -0.042
C: 7.9740 -26.6055 -8.4128  0.128
O: 7.8069 -27.7779 -7.7026  -0.100
C: 7.8040 -28.8758 -8.6535  0.058
H: 8.8582 -28.2545 -10.3833  0.012
H: 7.1414 -28.7765 -10.7437  -0.086
H: 6.2887 -26.8180 -9.7271  0.128
H: 7.6717 -26.0780 -10.4244  0.041
H: 7.4167 -25.7567 -8.0164  0.034
H: 9.0129 -26.2820 -8.4768  -0.017
H: 6.9073 -29.4760 -8.4989  -0.013
H: 8.7117 -29.4575 -8.4931  -0.011
C: 14.3348 -16.5992 -10.2171  0.014
C: 14.1848 -17.0687 -8.7857  0.079
N: 12.8597 -16.9565 -8.2271  -0.143
C: 12.3780 -15.6396 -8.1661  -0.001
C: 13.2434 -14.9577 -7.0861  -0.012
C: 11.9216 -17.8278 -8.9542  0.271
C: 11.0315 -18.7073 -7.9414  -0.371
H: 13.4986 -16.9758 -10.8061  0.015
H: 15.2285 -16.8744 -10.7772  -0.043
H: 14.4621 -15.5167 -10.2303  0.004
H: 14.4781 -18.1185 -8.7959  -0.048
H: 14.9519 -16.7158 -8.0964  0.021
H: 12.5198 -15.0747 -9.0874  0.014
H: 11.4344 -15.7048 -7.6242  0.030
H: 14.1786 -14.6159 -7.5297  0.010
H: 12.7308 -14.0421 -6.7910  -0.011
H: 13.3300 -15.2995 -6.0548  0.003
H: 12.4087 -18.6114 -9.5345  -0.168
H: 11.2904 -17.2345 -9.6157  0.171
H: 10.5878 -18.0210 -7.2201  -0.027
H: 11.6807 -19.4982 -7.5659  0.169
H: 10.2084 -19.1773 -8.4797  0.110